Record 1
Molecular formula: C2HFOPt
Method: DFT, the ωB97M-V functional and the def2-TZVPD basis

Structure (XYZ):
```
6
Properties=species:S:1:pos:R:3:nbo_charge:R:1
H 0.682 -1.347 1.428 0.55
O 0.935 -1.191 0.440 -0.56
C -0.215 -0.609 0.151 0.47
C -0.472 0.555 -0.435 0.15
F -1.699 0.655 -1.065 -0.25
Pt 0.769 1.938 -0.520 0.65
```

Values from the calculation:
* LUMO (spin up / spin down): -5.691 / -8.273 eV
* total charge: +1
* total energy: -370.6906 Eh
* multiplicity: 4
* highest occupied orbital energy (spin up / spin down): -0.5424 / -0.5920 Eh

Record 2
Molecular formula: C3H7N4S
Method: DFT, the ωB97M-V functional and the def2-TZVPD basis

Structure (XYZ):
```
15
Properties=species:S:1:pos:R:3:nbo_charge:R:1
C -1.092 -1.586 -2.399 -0.52
N -0.411 -0.535 -1.858 0.13
N -0.190 -0.669 -0.651 0.08
N -0.349 -1.572 0.433 0.02
N 0.207 -0.857 1.299 0.00
C 0.490 0.239 0.379 -0.10
S -0.355 1.791 0.867 0.32
C 0.802 2.065 2.173 -0.77
H -2.127 -1.349 -2.319 0.29
H -0.860 -2.585 -1.830 0.25
H -0.762 -1.734 -3.528 0.29
H 1.532 0.378 0.290 0.25
H 0.296 2.710 2.955 0.28
H 1.726 2.640 1.755 0.25
H 1.093 1.065 2.433 0.23
```

Values from the calculation:
* LUMO: -6.880 eV
* relative energy (zero: lowest compared OMol25 entry of this formula, charge and spin): 513.0 kJ/mol
* total charge: +1
* total energy: -735.2563 Eh
* SMILES string: C/N=[N+]1\N=N[C@@H]1SC
* highest occupied orbital energy: -0.4984 Eh

Record 3
Molecular formula: C4H12
Method: DFT, the ωB97M-V functional and the def2-TZVPD basis

Structure (XYZ):
```
16
Properties=species:S:1:pos:R:3:nbo_charge:R:1
C -0.660 1.391 -0.484 -0.61
C -0.479 2.712 -1.248 -0.62
H -1.613 0.984 -0.804 0.21
H 0.090 0.672 -0.792 0.20
H -0.659 1.573 0.590 0.20
H -1.375 3.071 -1.739 0.21
H 0.172 2.467 -2.103 0.20
H 0.148 3.439 -0.743 0.21
C 0.031 -1.743 1.392 -0.61
C 1.062 -2.365 0.478 -0.61
H -0.992 -1.907 1.038 0.20
H 0.075 -2.135 2.409 0.20
H 0.090 -0.651 1.387 0.21
H 2.096 -2.201 0.802 0.20
H 1.100 -1.873 -0.497 0.20
H 0.915 -3.434 0.315 0.20
```

Values from the calculation:
* LUMO: 1.130 eV
* relative energy (zero: lowest compared OMol25 entry of this formula, charge and spin): 33.7 kJ/mol
* total energy: -159.5721 Eh
* SMILES string: CC.CC
* highest occupied orbital energy: -0.4257 Eh

Record 4
Molecular formula: C28H25F15N4PdSi
Method: DFT, the ωB97M-V functional and the def2-TZVPD basis

Structure (XYZ):
```
74
Properties=species:S:1:pos:R:3:mulliken_charge:R:1
Pd 0.360 -0.407 -0.420 1.77
C 1.746 -0.714 -3.885 -1.46
N 1.494 0.210 -2.798 1.29
C 2.713 0.794 -2.291 -1.59
C 3.312 -0.108 -1.229 -0.92
N 2.479 -0.065 -0.012 0.47
C 3.005 -0.664 1.107 0.00
C 2.632 -0.181 2.385 0.26
F 1.870 0.912 2.464 -0.42
C 3.086 -0.711 3.573 0.11
F 2.703 -0.174 4.744 -0.38
C 3.995 -1.752 3.578 0.62
F 4.447 -2.277 4.737 -0.37
C 4.447 -2.209 2.368 0.17
F 5.352 -3.210 2.332 -0.36
C 3.981 -1.670 1.176 0.27
F 4.500 -2.221 0.057 -0.37
C 0.463 1.164 -3.116 -0.99
C -0.913 0.539 -3.197 -1.54
N -1.296 -0.122 -1.945 1.03
C -2.571 -0.527 -1.829 -1.10
C -3.033 -1.113 -0.613 -0.05
F -2.166 -1.325 0.385 0.01
C -4.337 -1.470 -0.361 0.17
F -4.667 -1.986 0.837 -0.34
C -5.325 -1.319 -1.316 0.57
F -6.613 -1.653 -1.061 -0.37
C -4.940 -0.815 -2.529 0.13
F -5.861 -0.678 -3.510 -0.35
C -3.627 -0.447 -2.783 0.27
F -3.415 -0.009 -4.057 -0.39
H 2.143 -0.182 -4.774 0.33
H 0.838 -1.240 -4.164 0.23
H 2.473 -1.463 -3.576 0.35
H 2.476 1.746 -1.819 0.24
H 3.436 0.992 -3.103 0.37
H 4.311 0.283 -0.986 0.53
H 3.457 -1.099 -1.641 0.38
H 0.690 1.708 -4.055 0.31
H 0.428 1.893 -2.306 -0.35
H -0.964 -0.133 -4.060 0.74
H -1.590 1.370 -3.422 0.64
C -1.084 3.874 2.014 -1.59
Si -0.670 2.700 0.587 -0.03
C -1.892 3.141 -0.756 -0.76
C 1.043 3.273 0.054 -0.93
N -0.647 1.048 0.966 0.68
C -1.056 0.444 2.128 0.88
C -2.006 1.015 3.018 -0.69
C -2.373 0.401 4.208 -0.68
C -1.853 -0.835 4.580 -0.82
C -0.960 -1.446 3.698 -0.74
C -0.582 -0.836 2.516 -0.08
H -0.690 4.870 1.773 0.44
H -0.617 3.536 2.948 0.38
H -2.161 3.971 2.192 0.36
H -1.785 4.194 -1.052 0.38
H -2.918 2.981 -0.401 0.29
H -1.746 2.508 -1.636 0.01
H 1.042 3.825 -0.896 0.36
H 1.705 2.406 -0.029 -0.11
H 1.466 3.931 0.826 0.53
H -2.465 1.958 2.750 0.25
H -3.092 0.897 4.856 0.32
H -2.138 -1.309 5.512 0.35
H -0.546 -2.422 3.938 0.39
H 0.122 -1.334 1.866 0.22
F 0.108 -2.619 -2.281 -0.27
C 0.766 -2.293 -1.114 -0.11
F 2.098 -2.552 -1.388 -0.27
C 0.420 -3.466 -0.161 0.08
F 0.868 -4.628 -0.669 -0.31
F 1.016 -3.298 1.032 -0.21
F -0.888 -3.601 0.034 -0.24
```

Values from the calculation:
* LUMO: 4.802 eV
* relative energy (zero: lowest compared OMol25 entry of this formula, charge and spin): 61.7 kJ/mol
* total charge: -2
* total energy: -3216.3758 Eh
* highest occupied orbital energy: -0.0528 Eh

Record 5
Molecular formula: C33H50FIN14O4S
Method: DFT, the ωB97M-V functional and the def2-TZVPD basis

Structure (XYZ):
```
104
Properties=species:S:1:pos:R:3:mulliken_charge:R:1
O 1.030 5.425 -3.616 -0.54
S 0.231 4.368 -4.472 0.97
O -0.966 5.104 -5.187 -0.56
O 1.206 3.363 -5.504 -0.29
C 0.900 1.996 -4.968 0.26
F 1.725 0.855 -5.460 -0.23
C 0.856 2.266 -3.352 -0.24
C 0.971 1.019 -2.296 0.15
C 2.510 1.112 -1.647 -0.71
C 3.680 0.848 -2.799 -0.50
I 5.711 1.391 -2.056 -0.05
O -0.228 3.259 -3.213 -0.35
H -0.219 1.682 -5.235 0.24
H 1.815 2.949 -3.175 0.42
H 0.238 1.255 -1.391 -0.30
H 0.726 -0.037 -2.739 0.44
H 2.676 2.168 -1.116 0.36
H 2.632 0.262 -0.836 0.24
H 3.527 1.538 -3.755 0.24
H 3.616 -0.293 -3.118 0.24
C -3.042 0.203 -0.935 -0.77
C -1.954 0.721 -0.087 0.49
N -1.095 1.129 0.582 -0.53
H -3.255 0.874 -1.774 0.30
H -2.794 -0.776 -1.359 0.31
H -3.973 0.085 -0.371 0.20
C -6.773 -2.005 1.045 -0.57
C -5.826 -2.068 -0.081 0.46
N -5.078 -2.119 -0.970 -0.47
H -7.008 -0.971 1.318 0.28
H -7.721 -2.499 0.805 0.30
H -6.372 -2.492 1.940 0.02
C 7.574 -2.566 -1.107 -0.72
C 6.646 -2.448 -2.245 0.38
N 5.913 -2.356 -3.143 -0.37
H 7.220 -3.295 -0.371 0.30
H 8.570 -2.888 -1.429 0.33
H 7.695 -1.611 -0.584 0.11
C -3.721 6.814 -5.510 0.08
C -4.999 6.089 -5.606 0.30
N -6.008 5.516 -5.682 -0.42
H -3.688 7.459 -4.625 0.01
H -2.870 6.128 -5.442 -0.10
H -3.552 7.454 -6.382 0.27
C -3.436 -2.251 4.439 -0.06
C -4.713 -2.977 4.343 0.44
N -5.723 -3.550 4.267 -0.59
H -3.402 -1.607 5.324 -0.15
H -2.585 -2.938 4.507 0.05
H -3.267 -1.612 3.566 0.26
C -3.339 -0.128 8.406 -0.47
C -2.392 -0.191 7.281 0.43
N -1.643 -0.242 6.391 -0.46
H -3.574 0.906 8.679 -0.02
H -4.286 -0.622 8.166 0.27
H -2.937 -0.615 9.301 0.29
C 0.420 -3.233 2.894 -0.74
C -0.858 -3.959 2.798 0.35
N -1.868 -4.532 2.722 -0.46
H 0.453 -2.589 3.779 0.38
H 1.271 -3.920 2.962 0.30
H 0.589 -2.594 2.021 0.20
C 9.969 1.484 -3.008 -0.79
C 9.147 1.708 -1.806 0.48
N 8.498 1.884 -0.857 -0.50
H 11.022 1.725 -2.829 0.32
H 9.927 0.441 -3.338 0.26
H 9.634 2.102 -3.847 0.27
C 3.766 -3.059 -6.665 -0.84
C 2.945 -2.835 -5.463 0.42
N 2.296 -2.659 -4.514 -0.41
H 4.819 -2.817 -6.485 0.27
H 3.725 -4.102 -6.994 0.30
H 3.431 -2.440 -7.504 0.28
C -5.349 -6.555 5.330 -0.67
C -5.804 -7.763 6.039 0.23
N -6.164 -8.717 6.599 -0.37
H -5.725 -5.642 5.804 0.24
H -4.256 -6.485 5.312 0.28
H -5.692 -6.544 4.290 0.27
C 5.539 -0.764 1.254 -0.38
C 4.261 -1.489 1.157 0.35
N 3.252 -2.062 1.081 -0.37
H 5.572 -0.119 2.138 0.35
H 6.390 -1.450 1.321 0.20
H 5.708 -0.124 0.381 -0.16
C -1.675 7.494 -1.304 -0.61
C -2.432 8.254 -2.312 0.42
N -3.030 8.855 -3.109 -0.49
H -2.336 6.895 -0.669 0.27
H -0.961 6.805 -1.768 0.10
H -1.104 8.155 -0.643 0.28
C 0.826 -5.405 -2.541 -0.57
C 0.905 -5.130 -1.097 0.33
N 0.968 -4.913 0.044 -0.34
H 1.043 -4.512 -3.136 0.05
H 1.539 -6.178 -2.846 0.27
H -0.171 -5.753 -2.833 0.27
C -4.138 4.306 8.254 -0.82
C -4.593 3.098 8.963 0.45
N -4.952 2.144 9.523 -0.46
H -4.513 5.219 8.728 0.31
H -3.045 4.377 8.235 0.28
H -4.480 4.317 7.213 0.27
```

Values from the calculation:
* LUMO: -0.950 eV
* total energy: -3150.3763 Eh
* highest occupied orbital energy: -0.3513 Eh

Record 6
Molecular formula: C24H41AuNP2
Method: DFT, the ωB97M-V functional and the def2-TZVPD basis

Structure (XYZ):
```
69
Properties=species:S:1:pos:R:3:nbo_charge:R:1
Au -1.902 0.123 -1.248 0.64
C 0.303 2.075 0.858 0.11
C 1.243 1.667 -0.159 0.11
C -0.822 1.991 -1.191 -0.17
C -0.920 2.341 0.258 0.20
C 0.598 1.627 -1.386 0.19
C 0.644 2.255 2.290 -0.68
H 1.379 1.499 2.596 0.26
H -0.250 2.137 2.915 0.25
H 1.077 3.247 2.503 0.27
C -2.103 2.959 0.895 -0.70
H -2.096 2.816 1.985 0.25
H -3.041 2.540 0.504 0.27
H -2.132 4.047 0.713 0.27
C -1.495 2.911 -2.168 -0.67
H -1.358 3.967 -1.871 0.25
H -2.570 2.686 -2.188 0.26
H -1.091 2.796 -3.185 0.25
C 1.213 1.342 -2.698 -0.70
H 1.759 2.221 -3.089 0.27
H 0.441 1.072 -3.435 0.25
H 1.930 0.508 -2.627 0.27
C 2.689 1.410 0.035 -0.69
H 3.318 2.221 -0.375 0.27
H 2.982 0.474 -0.469 0.28
H 2.937 1.317 1.097 0.25
C 0.237 -2.280 1.830 -0.17
C 1.291 -1.558 2.233 -0.20
C 2.740 -1.761 1.925 -0.43
C 3.053 -2.647 0.720 -0.49
C 2.549 -2.132 -0.592 -0.21
C 1.335 -2.338 -1.113 -0.16
C 0.224 -3.182 -0.594 -0.44
C 0.193 -3.464 0.925 -0.48
H 3.253 -2.176 2.810 0.23
H 2.653 -3.658 0.893 0.24
H 3.192 -0.774 1.758 0.18
H 0.968 -4.204 1.188 0.23
H -0.764 -1.992 2.172 0.20
H 1.091 -0.722 2.913 0.18
H -0.765 -3.977 1.111 0.22
H -0.721 -2.678 -0.880 0.21
H 1.095 -1.841 -2.059 0.18
H 0.192 -4.150 -1.136 0.24
H 4.151 -2.760 0.661 0.21
H 3.317 -1.636 -1.212 0.19
P 2.267 -5.898 0.548 0.82
C 1.331 -6.903 1.762 -0.94
C 3.997 -6.231 1.081 -0.94
P 2.611 -6.061 -2.506 0.79
C 2.120 -6.965 -0.945 -1.04
C 4.373 -6.642 -2.596 -0.93
C 1.934 -7.344 -3.651 -0.93
H 0.284 -6.981 1.439 0.24
H 1.369 -6.408 2.742 0.24
H 1.775 -7.906 1.834 0.22
H 4.118 -7.307 1.271 0.22
H 4.181 -5.673 2.010 0.23
H 4.715 -5.898 0.318 0.23
H 2.383 -8.327 -3.452 0.22
H 2.152 -7.040 -4.682 0.23
H 0.847 -7.397 -3.512 0.23
H 1.063 -7.271 -1.048 0.25
H 2.751 -7.862 -0.799 0.23
H 4.763 -6.348 -3.580 0.23
H 4.424 -7.736 -2.502 0.22
H 4.982 -6.167 -1.818 0.22
N -3.939 -2.175 -0.732 -0.36
C -3.158 -1.326 -0.933 -0.21
```

Values from the calculation:
* LUMO (spin up / spin down): -3.745 / -7.407 eV
* relative energy (zero: lowest compared OMol25 entry of this formula, charge and spin): 84.6 kJ/mol
* total charge: +1
* total energy: -1811.8178 Eh
* multiplicity: 3
* highest occupied orbital energy (spin up / spin down): -0.3646 / -0.3646 Eh

Record 7
Molecular formula: C10H26CrN4O9
Method: DFT, the ωB97M-V functional and the def2-TZVPD basis

Structure (XYZ):
```
50
Properties=species:S:1:pos:R:3:nbo_charge:R:1
Cr 0.131 -0.214 -0.256 1.27
N 0.013 -3.137 1.551 0.73
O -1.044 -3.506 2.095 -0.48
O 1.074 -3.759 1.724 -0.48
O -0.038 -2.124 0.778 -0.64
N -0.624 2.350 -2.094 0.72
O -0.495 3.532 -1.777 -0.44
O 0.220 1.476 -1.713 -0.61
O -1.612 1.946 -2.766 -0.51
C -3.638 1.960 0.442 -0.62
C -2.215 1.412 0.609 -0.08
C -1.883 0.912 2.001 -0.07
O -0.558 0.435 1.986 -0.56
C -0.231 -0.114 3.245 -0.25
N -1.984 0.279 -0.321 -0.88
H -4.384 1.261 0.833 0.20
H -3.893 2.240 -0.578 0.24
H -3.739 2.847 1.074 0.22
H -1.618 2.291 0.348 0.22
H -2.577 0.124 2.320 0.18
H -1.991 1.740 2.713 0.18
H -0.063 0.662 4.003 0.17
H 0.762 -0.568 3.249 0.21
H -0.979 -0.842 3.559 0.20
H -2.363 0.727 -1.160 0.41
H -2.626 -0.473 -0.078 0.38
C -1.415 -1.861 -2.733 -0.23
O -0.252 -1.676 -1.941 -0.56
C 0.913 -2.006 -2.683 -0.07
C 2.127 -1.974 -1.765 -0.24
N 2.160 -0.677 -1.062 -0.64
C 3.135 -0.722 0.053 -0.24
C 3.036 0.647 0.706 -0.06
O 1.706 1.027 0.935 -0.56
C 1.612 2.410 1.218 -0.24
H -1.510 -2.888 -3.092 0.18
H -1.338 -1.207 -3.607 0.19
H -2.298 -1.596 -2.160 0.19
H 1.064 -1.238 -3.450 0.18
H 0.793 -2.982 -3.157 0.20
H 3.089 -2.063 -2.280 0.20
H 2.085 -2.788 -1.039 0.23
H 2.595 -0.025 -1.711 0.38
H 4.137 -0.887 -0.347 0.20
H 2.789 -1.484 0.754 0.23
H 3.474 1.343 -0.028 0.16
H 3.644 0.766 1.609 0.19
H 2.318 2.733 1.994 0.17
H 0.634 2.640 1.630 0.20
H 1.859 3.050 0.369 0.20
```

Values from the calculation:
* LUMO (spin up / spin down): 0.290 / 0.280 eV
* relative energy (zero: lowest compared OMol25 entry of this formula, charge and spin): 0.0 kJ/mol
* total energy: -2337.0470 Eh
* multiplicity: 5
* highest occupied orbital energy (spin up / spin down): -0.2944 / -0.3247 Eh

Record 8
Molecular formula: C6H10N2
Method: DFT, the ωB97M-V functional and the def2-TZVPD basis

Structure (XYZ):
```
18
Properties=species:S:1:pos:R:3:nbo_charge:R:1
C 2.687 0.165 0.660 -0.16
N 1.889 -0.063 -0.373 -0.28
N 0.578 -0.293 0.257 -0.33
C 0.043 0.638 -0.762 -0.07
C -1.276 1.167 -0.300 -0.44
C -1.907 0.249 0.863 -0.41
C -1.466 -1.060 0.137 -0.44
C -0.288 -0.930 -0.710 -0.09
H 2.151 0.114 1.651 0.21
H 3.810 0.133 0.312 0.21
H 0.802 1.258 -1.230 0.26
H -1.037 2.166 0.116 0.20
H -1.886 1.591 -1.059 0.22
H -1.439 0.643 1.885 0.24
H -3.071 0.250 0.746 0.22
H -1.108 -1.707 0.907 0.22
H -2.073 -1.434 -0.545 0.21
H -0.181 -1.901 -1.296 0.23
```

Values from the calculation:
* LUMO: 1.116 eV
* relative energy (zero: lowest compared OMol25 entry of this formula, charge and spin): 644.4 kJ/mol
* total energy: -343.8913 Eh
* SMILES string: C=NN1[C@@H]2CCC[C@@H]21
* highest occupied orbital energy: -0.3238 Eh

Which formula does entry 5 have?
C33H50FIN14O4S